C5H22NO6 | the ωB97M-V functional and the def2-TZVPD basis

Each line ends with the Löwdin charge.
Atoms and positions in Å:
1 C 1.552 1.591 -1.005  -0.17
2 N 0.719 0.438 -1.389  -0.09
3 C 1.398 -0.880 -1.066  -0.35
4 C 0.449 -2.116 -0.877  -0.13
5 C 0.416 -2.497 0.605  -0.29
6 O -0.213 -3.303 1.240  0.05
7 C 2.219 -1.208 -2.423  -0.08
8 H 1.079 2.522 -0.552  0.08
9 H 2.167 2.105 -1.746  0.05
10 H 2.194 1.106 -0.156  0.07
11 H -0.320 0.549 -1.269  0.10
12 H 2.206 -0.889 -0.255  0.13
13 H -0.536 -1.967 -1.369  0.11
14 H 0.715 -3.142 -1.512  0.18
15 H 0.549 1.089 1.427  0.06
16 H 1.088 -1.782 1.239  0.13
17 H 2.727 -2.098 -2.250  0.03
18 H 2.840 -0.415 -2.779  0.05
19 H 1.660 -1.532 -3.323  0.08
20 H -0.663 0.316 3.067  -0.02
21 H -0.480 1.684 1.805  -0.15
22 O -1.249 1.471 2.264  -0.31
23 H 1.066 0.926 1.912  0.10
24 H 0.376 0.755 3.984  -0.03
25 O 0.115 -0.074 3.641  -0.19
26 H -3.324 1.120 0.835  -0.02
27 H -2.284 1.988 1.579  0.02
28 O -3.088 2.031 0.762  -0.22
29 H -1.642 2.461 -1.463  0.01
30 H -3.089 2.040 -0.761  0.03
31 O -2.407 1.838 -1.562  -0.21
32 H -1.649 -1.354 -0.176  -0.02
33 H -2.176 -1.224 1.206  0.01
34 O -2.412 -1.548 0.367  -0.02

Calculated values
* M: 192.23 g/mol
* frontier orbital gap: 8.482 eV
* ΔE to the lowest compared entry with this formula, charge and spin: 141.41 kcal/mol
* E_HOMO: -5.38 eV
* total charge: -1
* maximum force: 0.073 Eh/bohr